# C4H11NO

A 2-piece molecular cluster, C4H11NO overall in a non-equilibrium geometry (wB97M-V/def2-TZVPD, the OMol25 dataset).

Output
- SMILES string: C/C=C/CN.O
- Net charge: 0
- Highest occupied orbital energy: -0.329 hartree

Bonds (Å) are listed after each position.
Cartesian coordinates (Å):
1 N 1.48225 0.68638 -0.67814  C2 1.429, H6 1.001, H7 0.995
2 C 1.10111 0.97140 0.66918  N1 1.429, C5 1.517, H8 1.094, H9 1.047
3 C -1.96514 -1.25248 1.09288  C4 1.591, H10 1.139, H11 1.124, H12 1.051
4 C -1.11502 0.05518 1.40675  C3 1.591, C5 1.388, H13 1.142
5 C 0.24211 -0.15795 1.20670  C2 1.517, C4 1.388, H14 1.077
6 H 1.94752 -0.17112 -0.90102  N1 1.001
7 H 1.94849 1.45683 -1.10175  N1 0.995
8 H 1.97837 0.96445 1.32227  C2 1.094
9 H 0.60428 1.88999 0.74653  C2 1.047
10 H -2.51901 -1.02879 0.12287  C3 1.139
11 H -2.89807 -1.22541 1.72010  C3 1.124
12 H -1.24063 -1.97755 0.86076  C3 1.051
13 H -1.67766 1.04394 1.50343  C4 1.142
14 H 0.69602 -1.08063 0.88628  C5 1.077
15 H 0.73487 -0.58894 -3.40095  O17 0.961
16 H 0.34544 0.14974 -2.23999  O17 0.983
17 O 0.33505 0.26496 -3.21590  H15 0.961, H16 0.983